113
Properties=species:S:1:pos:R:3:mulliken_charge:R:1 method="wB97M-V/def2-TZVPD" molar_mass_g_mol=836.57 de_lowest_kcal_mol=0.0 total_energy_ev=-126782.2132 total_charge=0
Ga 0.19813 0.88797 0.12049 -0.35
C -0.98315 3.32893 3.89197 -0.73
N -2.00500 3.15671 2.88360 0.80
C -3.24115 3.87725 3.08526 -1.23
C -1.69930 2.54584 1.69571 0.31
N -1.06809 1.40665 1.63659 0.81
C -1.15427 0.47669 2.72496 -0.62
C -0.17853 0.37015 3.70573 0.14
C -0.31503 -0.54573 4.73971 -0.86
C -1.44164 -1.35200 4.79023 -1.00
C -2.38430 -1.29916 3.77542 -0.29
C -2.22422 -0.42965 2.69267 -0.33
N -3.10700 -0.39914 1.60924 0.01
C -3.46288 -1.51282 1.04564 0.51
N -4.61492 -1.52908 0.30291 0.11
C -5.50511 -0.38943 0.38152 -1.07
C -4.75555 -2.33793 -0.89563 -1.25
N -2.78025 -2.71361 1.08527 1.05
C -3.49131 -3.96213 1.26977 -1.41
C -1.35114 -2.79801 1.32357 -1.56
N -2.10999 3.16612 0.55951 0.68
C -2.38963 2.41194 -0.64701 -1.24
C -1.97988 4.60587 0.40535 -1.22
H -1.19724 2.77234 4.80866 0.25
H -0.89302 4.39351 4.13669 0.39
H -0.03259 2.98670 3.49424 -0.07
H -3.68095 3.57446 4.03813 0.38
H -3.93914 3.63384 2.28853 0.32
H -3.09819 4.96373 3.11058 0.36
H 0.70610 0.98768 3.62166 0.22
H 0.45425 -0.62605 5.49638 0.48
H -1.57568 -2.04579 5.61133 0.40
H -3.25079 -1.94997 3.79264 0.51
H -5.52022 -0.00197 1.39576 0.33
H -6.50906 -0.70633 0.09430 0.39
H -5.18869 0.42026 -0.28624 0.25
H -4.93082 -1.69338 -1.75902 0.46
H -3.84462 -2.90221 -1.08478 0.37
H -5.59448 -3.03387 -0.80860 0.30
H -4.56494 -3.79538 1.23684 0.45
H -3.23606 -4.39354 2.24463 0.33
H -3.22713 -4.69090 0.49718 0.32
H -0.87686 -1.83976 1.14572 0.02
H -0.91557 -3.51182 0.62019 0.53
H -1.11783 -3.11461 2.34437 0.54
H -3.27467 2.83160 -1.13195 0.57
H -2.60363 1.38041 -0.37356 0.04
H -1.56049 2.44586 -1.36053 0.40
H -1.58833 5.04925 1.31784 0.37
H -2.94138 5.06303 0.16039 0.32
H -1.27106 4.81500 -0.39912 0.30
N 1.76113 0.56208 1.16215 1.56
C 2.34442 -0.63526 1.62709 0.35
C 3.07600 -0.66858 2.81850 -0.14
C 3.61838 -1.85357 3.29020 -0.85
C 3.42093 -3.04129 2.59698 -0.81
C 2.68557 -3.02462 1.42059 -0.91
C 2.16429 -1.83298 0.93377 -0.06
H 3.20301 0.24950 3.37826 0.36
H 4.18458 -1.85408 4.21394 0.42
H 3.83571 -3.96933 2.96934 0.40
H 2.52931 -3.94241 0.86562 0.48
H 1.61219 -1.81876 0.00129 0.49
O -0.37865 -1.75095 -1.40515 -0.13
B -0.62066 -0.36784 -1.33195 0.34
O -1.63536 -0.03701 -2.24179 -0.86
C -1.96102 -1.19605 -2.89539 0.95
C -2.86697 -1.38824 -3.91210 -1.28
C -3.01417 -2.69426 -4.38096 -0.72
C -2.27550 -3.74355 -3.84260 -0.67
C -1.34933 -3.53122 -2.82089 -1.05
C -1.21032 -2.23790 -2.37006 0.73
H -3.43451 -0.56279 -4.32127 0.50
H -3.71664 -2.89470 -5.17928 0.41
H -2.41335 -4.74363 -4.23219 0.40
H -0.75756 -4.33735 -2.40714 0.50
C 2.10878 1.25671 -3.35216 0.61
C 2.99823 1.28938 -4.61915 -0.98
N 2.69617 0.14879 -5.48682 -0.20
C 2.93541 -1.08383 -4.73621 -0.86
C 2.05244 -1.12186 -3.46087 -0.04
N 1.22128 0.08363 -3.39128 0.43
C 0.38419 0.15735 -4.59050 -0.66
C 1.28134 0.21094 -5.86151 -0.90
H 1.48506 2.14806 -3.27448 0.61
H 2.69179 1.20659 -2.43359 -0.89
H 4.05900 1.24230 -4.36122 0.36
H 2.84252 2.20485 -5.19429 0.26
H 3.99709 -1.12345 -4.48269 0.31
H 2.72286 -1.93158 -5.39203 0.31
H 2.65743 -1.15725 -2.55186 0.10
H 1.39177 -1.99365 -3.45714 0.13
H -0.26622 -0.71816 -4.61713 0.06
H -0.25309 1.04096 -4.50958 0.55
H 1.11838 1.13112 -6.42672 0.27
H 1.06983 -0.62772 -6.52891 0.39
C 5.04417 3.00185 3.29083 -1.55
C 4.61001 2.30810 2.03956 1.00
C 5.44861 1.65987 1.19648 -1.34
C 4.86657 1.07009 0.01724 1.12
N 3.60902 1.07682 -0.25114 -0.05
C 2.65278 1.61191 0.67751 -0.63
S 1.45802 2.76439 -0.20425 -1.03
N 3.29166 2.35181 1.75761 0.32
C 5.76769 0.41417 -0.99686 -1.37
H 6.12286 2.93746 3.41105 0.40
H 4.56994 2.54461 4.16325 0.32
H 4.75609 4.05484 3.26682 0.33
H 6.50956 1.61585 1.38742 0.37
H 2.65975 2.81194 2.39166 0.12
H 6.79606 0.34678 -0.64362 0.43
H 5.75631 0.99098 -1.92378 0.18
H 5.40245 -0.58737 -1.22333 0.26